# 1
Computed, not measured: C25H49IN2O10P2 as an isolated structure at a distorted geometry, with the ωB97M-V functional and the def2-TZVPD basis.

- Net charge: -2
- HOMO energy: 0.33 eV

Element x y z (Å)
C (5.145, -0.862, 1.186)
C (4.281, -1.844, 2.219)
C (3.294, -2.784, 1.267)
C (1.767, -2.882, 1.855)
C (0.839, -4.061, 1.195)
C (0.957, -4.213, -0.432)
C (-0.489, -3.806, -1.167)
C (-0.055, -3.131, -2.627)
C (0.229, -1.518, -2.548)
C (-0.218, -0.778, -3.976)
C (-1.156, 0.501, -3.560)
C (-2.734, 0.081, -3.207)
C (-3.785, 1.333, -3.336)
C (-3.915, 2.274, -2.000)
C (-2.503, 2.582, -1.225)
C (-2.066, 1.466, -0.105)
C (-2.457, 1.907, 1.459)
N (-1.333, 2.803, 1.930)
C (-0.493, 2.187, 3.066)
O (0.559, 1.264, 2.556)
C (1.896, 1.893, 2.630)
C (2.139, 2.984, 1.394)
C (2.129, 2.068, 0.005)
C (1.711, 2.988, -1.287)
C (-1.404, 1.554, 4.278)
I (-2.219, 3.316, 5.379)
O (-0.578, 0.679, 5.141)
C (-0.302, 1.493, 6.370)
N (0.007, 1.743, 7.620)
O (-2.586, 0.798, 3.835)
C (-2.570, 0.526, 2.390)
P (-4.133, -0.519, 1.976)
O (-3.664, -2.014, 1.614)
O (-5.041, 0.055, 0.606)
O (-5.257, -0.673, 3.310)
H (4.427, -0.139, 0.570)
H (5.866, -0.175, 1.808)
H (5.746, -1.477, 0.381)
H (3.626, -1.104, 2.889)
H (4.968, -2.550, 2.856)
H (3.782, -3.826, 0.993)
H (3.214, -2.193, 0.233)
H (1.190, -1.839, 1.845)
H (1.875, -3.151, 3.012)
H (0.978, -5.122, 1.714)
H (-0.293, -3.758, 1.418)
H (1.131, -5.375, -0.645)
H (1.765, -3.537, -0.941)
H (-1.108, -4.768, -1.419)
H (-1.071, -3.015, -0.530)
H (0.951, -3.626, -3.036)
H (-0.897, -3.299, -3.445)
H (1.405, -1.363, -2.415)
H (-0.262, -0.996, -1.610)
H (0.776, -0.323, -4.454)
H (-0.791, -1.493, -4.705)
H (-1.235, 1.344, -4.375)
H (-0.633, 1.000, -2.610)
H (-3.033, -0.691, -4.066)
H (-2.822, -0.533, -2.200)
H (-4.861, 0.846, -3.505)
H (-3.587, 1.967, -4.327)
H (-4.323, 3.330, -2.377)
H (-4.713, 1.897, -1.216)
H (-1.639, 2.837, -2.008)
H (-2.669, 3.603, -0.627)
H (-2.535, 0.404, -0.253)
H (-0.885, 1.335, -0.204)
H (-3.497, 2.488, 1.397)
H (-0.696, 3.067, 1.119)
H (-1.737, 3.695, 2.305)
H (0.086, 3.116, 3.542)
H (2.745, 1.068, 2.473)
H (2.127, 2.364, 3.694)
H (3.197, 3.500, 1.573)
H (1.349, 3.852, 1.384)
H (3.236, 1.676, -0.199)
H (1.426, 1.130, 0.098)
H (2.411, 2.718, -2.216)
H (0.579, 2.797, -1.541)
H (1.949, 4.111, -1.002)
H (-1.642, -0.170, 2.109)
H (-4.935, -0.542, -0.193)
H (-5.907, -1.391, 2.988)
O (5.248, -0.881, -4.895)
P (3.793, -1.020, -4.418)
O (3.264, 0.354, -3.977)
O (3.734, -1.997, -3.233)
O (2.926, -1.558, -5.569)

---

# 2
Computed, not measured: C33H40N7PS3Sc as an isolated structure, with the ωB97M-V functional and the def2-TZVPD basis.

- Net charge: +1
- HOMO energy: -10.31 eV

Element x y z (Å)
Sc (1.056, -0.512, 0.059)
C (2.750, 1.061, 2.455)
N (1.348, 1.484, 2.485)
C (0.663, 1.262, 3.752)
C (0.739, 2.039, 1.411)
N (1.099, 1.609, 0.195)
C (0.956, 2.521, -0.896)
C (1.384, 3.815, -0.732)
C (1.022, 4.830, -1.639)
C (0.187, 4.541, -2.676)
C (-0.212, 3.203, -2.927)
C (-1.069, 2.911, -4.016)
C (-1.415, 1.623, -4.299)
C (-0.826, 0.570, -3.576)
C (0.048, 0.809, -2.545)
N (0.809, -0.285, -2.036)
C (1.530, -0.994, -2.908)
N (2.051, -0.476, -4.037)
C (2.203, -1.261, -5.254)
C (2.367, 0.944, -4.162)
N (1.777, -2.296, -2.643)
C (0.929, -3.060, -1.739)
C (3.081, -2.900, -2.903)
C (0.267, 2.151, -2.098)
N (-0.231, 2.942, 1.629)
C (-1.306, 3.180, 0.675)
C (-0.145, 3.912, 2.713)
H (3.259, 1.481, 3.324)
H (3.229, 1.422, 1.551)
H (2.843, -0.023, 2.500)
H (0.824, 0.225, 4.050)
H (-0.406, 1.418, 3.637)
H (1.047, 1.916, 4.538)
H (1.958, 4.066, 0.153)
H (1.371, 5.841, -1.475)
H (-0.165, 5.319, -3.342)
H (-1.447, 3.732, -4.612)
H (-2.096, 1.399, -5.110)
H (-1.004, -0.457, -3.877)
H (1.764, -2.246, -5.128)
H (3.253, -1.370, -5.534)
H (1.682, -0.749, -6.068)
H (2.548, 1.373, -3.182)
H (1.572, 1.496, -4.671)
H (3.288, 1.034, -4.737)
H (-0.061, -2.615, -1.675)
H (1.373, -3.139, -0.743)
H (0.826, -4.075, -2.124)
H (3.737, -2.191, -3.400)
H (2.981, -3.800, -3.512)
H (3.542, -3.165, -1.949)
H (-1.417, 2.330, 0.010)
H (-1.126, 4.082, 0.085)
H (-2.235, 3.302, 1.234)
H (0.799, 3.815, 3.242)
H (-0.967, 3.793, 3.422)
H (-0.198, 4.917, 2.287)
S (5.032, 0.337, -1.611)
C (3.924, -0.403, -0.743)
N (3.086, -0.959, -0.107)
S (0.679, -2.163, 2.002)
P (-1.303, -1.795, 1.784)
S (-1.590, -0.526, 0.247)
C (-1.970, -1.112, 3.317)
C (-1.670, -1.756, 4.516)
C (-2.165, -1.255, 5.709)
C (-2.964, -0.117, 5.706)
C (-3.270, 0.518, 4.511)
C (-2.773, 0.023, 3.311)
C (-2.197, -3.335, 1.504)
C (-3.591, -3.276, 1.495)
C (-4.328, -4.424, 1.253)
C (-3.674, -5.630, 1.022)
C (-2.289, -5.687, 1.033)
C (-1.544, -4.539, 1.274)
H (-1.042, -2.640, 4.516)
H (-1.931, -1.751, 6.641)
H (-3.353, 0.271, 6.639)
H (-3.901, 1.398, 4.509)
H (-3.000, 0.518, 2.375)
H (-4.098, -2.334, 1.675)
H (-5.409, -4.381, 1.248)
H (-4.251, -6.528, 0.839)
H (-1.782, -6.628, 0.861)
H (-0.462, -4.582, 1.296)

---

# 3
Computed, not measured: C22H42Br2N6NaO2P3S as an isolated structure at a distorted geometry, with the ωB97M-V functional and the def2-TZVPD basis.

- HOMO energy: -6.78 eV

Element x y z (Å)
Na (-0.415, 0.661, -0.081)
C (-1.423, -2.194, 5.128)
P (-0.042, -1.080, 4.654)
C (0.573, -0.643, 6.323)
C (1.227, -2.354, 4.251)
C (0.964, -3.145, 2.981)
P (0.378, -2.130, 1.556)
C (0.722, -3.335, 0.214)
C (1.866, -1.053, 1.372)
H (-1.098, -2.999, 5.794)
H (-1.874, -2.633, 4.237)
H (-2.195, -1.615, 5.635)
H (0.725, -1.522, 6.955)
H (-0.142, 0.022, 6.808)
H (1.516, -0.103, 6.238)
H (1.323, -3.048, 5.095)
H (2.181, -1.824, 4.168)
H (0.213, -3.919, 3.164)
H (1.880, -3.658, 2.669)
H (1.746, -3.717, 0.263)
H (0.579, -2.851, -0.752)
H (0.030, -4.176, 0.284)
H (2.788, -1.624, 1.515)
H (1.839, -0.242, 2.102)
H (1.892, -0.617, 0.372)
Br (0.431, 5.617, 0.865)
C (-0.693, 4.481, 1.891)
C (-1.292, 5.019, 3.043)
C (-2.104, 4.260, 3.826)
Br (-2.889, 5.039, 5.366)
C (-2.369, 2.907, 3.487)
C (-3.228, 2.055, 4.217)
C (-3.424, 0.774, 3.801)
C (-2.746, 0.325, 2.652)
N (-1.953, 1.082, 1.945)
C (-1.756, 2.371, 2.337)
C (-0.877, 3.167, 1.484)
O (-0.350, 2.638, 0.445)
H (-1.105, 6.053, 3.300)
H (-3.736, 2.437, 5.094)
H (-4.084, 0.104, 4.335)
H (-2.871, -0.696, 2.309)
N (-2.156, 3.935, -4.016)
C (-1.904, 3.239, -2.869)
N (-1.314, 3.919, -1.893)
S (-2.316, 1.606, -2.760)
H (-2.201, 4.940, -3.976)
H (-2.781, 3.483, -4.662)
H (-1.031, 4.877, -2.022)
H (-1.012, 3.457, -1.021)
C (1.283, 1.874, -3.809)
N (1.769, 0.502, -3.868)
C (2.685, 0.234, -4.957)
P (1.014, -0.659, -2.982)
O (0.667, -0.106, -1.643)
N (-0.343, -1.183, -3.745)
C (-0.511, -1.175, -5.182)
C (-1.425, -1.824, -3.024)
N (2.060, -1.932, -2.920)
C (1.886, -3.184, -3.625)
C (3.352, -1.777, -2.283)
H (2.134, 2.558, -3.775)
H (0.687, 2.022, -2.914)
H (0.667, 2.116, -4.682)
H (3.601, 0.818, -4.839)
H (2.244, 0.496, -5.925)
H (2.956, -0.819, -4.984)
H (0.313, -0.664, -5.672)
H (-1.434, -0.651, -5.442)
H (-0.564, -2.192, -5.588)
H (-1.304, -1.680, -1.954)
H (-1.462, -2.899, -3.238)
H (-2.375, -1.373, -3.318)
H (0.860, -3.302, -3.957)
H (2.123, -4.022, -2.963)
H (2.543, -3.255, -4.502)
H (3.403, -0.828, -1.750)
H (4.162, -1.805, -3.020)
H (3.518, -2.580, -1.560)

---

# 4
Computed, not measured: one molecule with the formula C22H27N3O3S, with the ωB97M-V functional and the def2-TZVPD basis.

- Structure (SMILES): Cc1ccc(N(CC(=O)NC2CCCC2)C(=O)CNC(=O)c2cccs2)cc1C
- HOMO energy: -8.63 eV

Element x y z (Å)
C (-3.047, -2.988, 0.702)
C (-2.160, -1.782, 0.705)
C (-2.283, -0.829, 1.706)
C (-1.503, 0.312, 1.713)
C (-0.582, 0.509, 0.696)
N (0.230, 1.678, 0.683)
C (1.272, 1.737, 1.699)
C (2.494, 0.906, 1.267)
O (2.783, -0.138, 1.811)
N (3.146, 1.466, 0.235)
C (4.267, 0.861, -0.463)
C (3.887, -0.473, -1.138)
C (5.125, -1.351, -0.980)
C (5.603, -0.992, 0.422)
C (5.454, 0.529, 0.470)
C (0.246, 2.576, -0.321)
O (1.134, 3.412, -0.428)
C (-0.910, 2.562, -1.314)
N (-2.182, 2.179, -0.765)
C (-2.894, 1.141, -1.273)
O (-2.545, 0.526, -2.263)
C (-4.116, 0.793, -0.539)
C (-4.958, -0.238, -0.854)
C (-6.024, -0.380, 0.054)
C (-5.983, 0.544, 1.050)
S (-4.645, 1.604, 0.900)
C (-0.419, -0.457, -0.285)
C (-1.203, -1.600, -0.298)
C (-1.037, -2.604, -1.393)
H (-3.780, -2.929, 1.503)
H (-3.573, -3.070, -0.248)
H (-2.460, -3.896, 0.836)
H (-3.012, -0.975, 2.490)
H (-1.623, 1.053, 2.489)
H (0.879, 1.322, 2.628)
H (1.559, 2.782, 1.838)
H (2.775, 2.336, -0.129)
H (4.577, 1.590, -1.215)
H (3.588, -0.336, -2.177)
H (3.059, -0.921, -0.588)
H (4.898, -2.410, -1.091)
H (5.880, -1.077, -1.720)
H (6.624, -1.316, 0.620)
H (4.937, -1.441, 1.158)
H (5.263, 0.884, 1.481)
H (6.358, 1.014, 0.101)
H (-0.693, 1.851, -2.120)
H (-0.956, 3.567, -1.751)
H (-2.515, 2.668, 0.050)
H (-4.799, -0.860, -1.716)
H (-6.786, -1.133, -0.028)
H (-6.663, 0.672, 1.870)
H (0.322, -0.307, -1.057)
H (-1.910, -2.583, -2.044)
H (-0.161, -2.376, -1.993)
H (-0.938, -3.610, -0.990)

---

# 5
Computed, not measured: C5H7NO as an isolated structure at a distorted geometry, with the ωB97M-V functional and the def2-TZVPD basis.

- HOMO energy: -7.07 eV

Element x y z (Å)
O (1.178, 2.228, -0.265)
C (1.460, 1.287, -0.862)
C (1.552, -0.954, 0.360)
N (0.295, -0.654, 0.079)
C (-0.761, -0.100, 0.949)
C (-1.532, 0.304, -0.334)
C (-0.341, -0.264, -1.043)
H (2.181, -1.316, -0.440)
H (1.856, -1.022, 1.394)
H (-0.373, 0.725, 1.552)
H (-1.239, -0.852, 1.582)
H (-1.674, 1.390, -0.424)
H (-2.488, -0.204, -0.493)
H (-0.114, -0.567, -2.055)

---

# 6
Computed, not measured: one molecule with the formula C6H10 at a distorted geometry, with the ωB97M-V functional and the def2-TZVPD basis.

- Structure (SMILES): C1C[C@H]2C[C@@H]2C1
- HOMO energy: -8.87 eV

Element x y z (Å)
C (0.729, -0.633, -1.202)
C (-0.400, -1.356, -0.234)
C (-0.836, -0.087, 0.578)
C (-0.725, 0.998, 1.697)
C (0.346, 0.712, 0.656)
C (0.697, 0.864, -0.823)
H (1.710, -1.105, -0.942)
H (0.415, -0.771, -2.303)
H (-0.036, -2.303, 0.351)
H (-1.235, -1.835, -0.942)
H (-1.556, 0.310, -0.178)
H (-0.299, 0.584, 2.610)
H (-1.557, 1.765, 1.691)
H (1.112, 0.146, 1.386)
H (-0.030, 1.469, -1.282)
H (1.665, 1.240, -1.063)

---

# 7
Computed, not measured: C26H37GeIrN8SSe as an isolated structure, with the ωB97M-V functional and the def2-TZVPD basis.

- 2S+1: 5
- Net charge: +2
- HOMO energy (spin up / spin down): -12.33 / -12.97 eV

Element x y z (Å)
Ir (-1.278, 0.042, 0.493)
C (4.174, -4.575, 0.873)
C (2.922, -3.877, 0.443)
C (2.631, -3.676, -0.910)
C (1.509, -2.984, -1.293)
C (0.604, -2.444, -0.345)
N (-0.425, -1.653, -0.727)
C (-0.965, -1.782, -2.005)
C (-1.379, -3.034, -2.470)
C (-2.034, -3.172, -3.678)
C (-2.310, -2.063, -4.473)
C (-3.065, -2.194, -5.763)
C (-1.892, -0.815, -4.019)
C (-1.223, -0.665, -2.815)
N (-0.718, 0.636, -2.506)
C (-0.241, 1.527, -3.400)
C (0.049, 2.693, -2.731)
C (-0.278, 2.426, -1.403)
N (-0.743, 1.186, -1.268)
C (0.886, -2.693, 1.029)
C (2.027, -3.376, 1.390)
N (-0.036, -2.382, 2.069)
C (-0.252, -3.146, 3.167)
C (-1.077, -2.453, 4.014)
C (-1.331, -1.252, 3.350)
N (-0.707, -1.212, 2.179)
H (4.530, -5.257, 0.104)
H (4.022, -5.134, 1.795)
H (4.966, -3.845, 1.059)
H (3.310, -4.053, -1.664)
H (1.322, -2.794, -2.341)
H (-1.203, -3.899, -1.843)
H (-2.349, -4.156, -4.002)
H (-2.968, -3.197, -6.175)
H (-2.709, -1.480, -6.506)
H (-4.128, -2.002, -5.604)
H (-2.101, 0.062, -4.619)
H (-0.129, 1.264, -4.438)
H (0.456, 3.599, -3.145)
H (-0.169, 3.051, -0.533)
H (2.243, -3.523, 2.441)
H (0.188, -4.124, 3.255)
H (-1.451, -2.775, 4.970)
H (-1.950, -0.424, 3.656)
N (-2.585, 1.955, 1.555)
N (-3.936, 1.617, 1.677)
C (-4.463, 0.521, 1.104)
N (-5.777, 0.369, 1.218)
S (-3.574, -0.674, 0.263)
H (-2.205, 2.181, 2.469)
H (-2.488, 2.771, 0.957)
H (-4.555, 2.306, 2.082)
H (-6.368, 1.027, 1.702)
H (-6.209, -0.447, 0.817)
C (2.981, 4.962, 3.309)
Ge (2.077, 3.875, 1.975)
C (0.136, 3.854, 2.277)
C (2.472, 4.510, 0.172)
C (2.651, 2.003, 2.216)
Se (1.699, 0.634, 1.197)
C (2.572, 0.874, -0.520)
H (2.649, 5.998, 3.240)
H (4.059, 4.940, 3.155)
H (2.770, 4.601, 4.315)
H (-0.312, 4.824, 2.060)
H (-0.076, 3.596, 3.316)
H (-0.309, 3.094, 1.631)
H (2.273, 5.581, 0.116)
H (1.873, 4.015, -0.593)
H (3.525, 4.354, -0.066)
H (2.493, 1.722, 3.259)
H (3.712, 1.863, 2.006)
H (2.430, 1.882, -0.900)
H (2.124, 0.156, -1.206)
H (3.632, 0.657, -0.413)

---

# 8
Computed, not measured: one molecule with the formula C4H7ClO at a distorted geometry, with the ωB97M-V functional and the def2-TZVPD basis.

- Structure (SMILES): CC(C)(Cl)C=O
- HOMO energy: -10.09 eV

Element x y z (Å)
C (0.904, -0.636, -0.876)
C (-0.076, 0.256, -0.083)
C (-1.277, -0.552, 0.449)
Cl (-0.800, 1.501, -1.190)
C (0.588, 1.208, 0.861)
O (0.197, 1.528, 1.931)
H (1.783, -0.117, -1.297)
H (0.340, -1.041, -1.624)
H (1.348, -1.357, -0.226)
H (-1.739, -1.089, -0.394)
H (-0.923, -1.351, 1.141)
H (-1.917, 0.185, 0.905)
H (1.572, 1.465, 0.403)

---

Total energy for the records above, in order: -2823.696921 -3961.503842 -8075.292461 -1642.779010 -324.590323 -234.455155 -6431.289710 -692.024631 hartree